--- a ---
C3H8NO3 | the ωB97M-V functional and the def2-TZVPD basis

```
15
Properties=species:S:1:pos:R:3
C -1.867 -0.309 -0.689
C 1.146 -0.189 -0.669
C 0.001 0.540 0.024
N -0.175 0.120 1.414
O -2.440 -0.736 0.245
O 1.352 -1.383 0.052
O -0.057 1.902 -0.044
H -2.100 -0.270 -1.744
H 2.047 0.442 -0.648
H 0.893 -0.388 -1.716
H -0.033 0.915 2.051
H -1.156 -0.255 1.522
H 0.495 -0.651 1.592
H 1.924 -1.979 -0.445
H -0.030 2.238 -0.947
```

For the HOMO-LUMO gap, the calculation gives 9.7 eV. The calculation puts the highest occupied orbital energy at -0.48782 hartree. As for the net charge: +1. The lowest unoccupied orbital energy comes out at -3.595 eV.

--- b ---
C3H8NO3 | the ωB97M-V functional and the def2-TZVPD basis

```
15
Properties=species:S:1:pos:R:3
C -0.630 -1.310 -1.350
C 0.506 -1.184 -0.392
O 0.653 0.198 0.160
C -0.172 0.505 1.053
N 0.298 1.775 2.051
O -1.466 0.845 0.844
O -1.068 -0.246 1.698
H -1.661 -1.456 -0.864
H -0.729 -0.455 -2.021
H -0.279 -2.157 -1.889
H 1.465 -1.362 -0.999
H 0.455 -1.943 0.453
H 0.431 1.438 2.989
H -0.533 2.305 1.987
H 1.076 2.441 1.956
```

For the HOMO-LUMO gap, the calculation gives 12.3 eV. The calculation puts the highest occupied orbital energy at -0.58688 hartree. As for the net charge: +1. The SMILES is CCOC1([NH3+])OO1. The lowest unoccupied orbital energy comes out at -3.680 eV.

Verdict on stability: a comes out on top.